Record 1
The molecule C20H28N2O5, computed with ωB97M-V/def2-TZVPD.

## Properties
SMILES: CCCCOc1ccccc1[C@H]1NC(=O)NC(C)=C1C(=O)OCCOCC
E_HOMO (eV): -8.45
LUMO energy (eV): 0.70
Total energy (hartree): -1264.64870
Frontier orbital gap (Eh): 0.3362

Cartesian coordinates (Å):
O 0.36 -1.86 1.50
O 4.44 0.94 -2.13
O 0.05 0.71 -1.00
O -3.20 -2.08 2.41
O 0.41 0.09 2.62
N 3.48 1.23 -0.10
N 2.98 -0.61 -1.39
C 0.53 -2.84 -1.53
C 3.68 0.53 -1.28
C -0.74 -2.27 2.29
C 2.55 0.90 0.85
C 1.84 -0.24 0.74
C 2.41 1.88 1.98
C -1.40 -0.94 -2.05
C 0.82 -0.61 1.71
C -0.64 -3.21 -2.18
C 1.45 2.81 -2.79
C -0.23 -0.56 -1.41
C -3.14 -0.17 3.98
C 0.75 -1.53 -1.13
C -1.03 2.32 -2.53
C 0.04 3.39 -2.80
C 2.04 -1.18 -0.42
C -1.60 -2.26 -2.43
C -2.04 -1.70 1.72
C -3.31 -1.67 3.76
C -0.93 1.72 -1.12
H -3.81 0.39 3.32
H 1.28 -3.58 -1.32
H 1.44 2.37 1.91
H -4.31 -1.98 4.05
H -3.41 0.07 5.01
H -2.02 2.77 -2.64
H -0.04 4.17 -2.05
H -0.59 -1.92 3.32
H 4.00 2.09 -0.02
H 3.20 2.62 1.95
H 1.66 2.36 -1.82
H -2.17 -0.22 -2.26
H -0.93 1.53 -3.27
H 1.56 2.05 -3.55
H -2.59 -2.22 4.38
H -1.91 1.34 -0.80
H -0.62 2.49 -0.41
H 3.08 -1.12 -2.25
H 2.18 3.59 -2.97
H -2.52 -2.53 -2.92
H -0.16 3.84 -3.77
H -0.75 -3.36 2.26
H 2.43 1.36 2.93
H -1.95 -0.60 1.68
H 2.47 -2.13 -0.04
H -2.12 0.15 3.81
H -2.17 -2.07 0.70
H -0.79 -4.24 -2.48

=====

Record 2
A cluster of 2 separate species, CH3ClO2PS in total, computed with ωB97M-V/def2-TZVPD.

## Properties
Total charge: -1
E_HOMO (spin up / spin down) (eV): -5.39 / -3.67
LUMO energy (spin up / spin down) (eV): 2.96 / 1.52
Total energy (hartree): -1390.19692
Frontier orbital gap (spin up / spin down) (Eh): 0.3071 / 0.1909

Cartesian coordinates (Å):
Cl 0.75 -2.01 0.40
S -0.30 1.55 -1.70
P 1.73 -0.26 0.97
O 3.21 -0.55 0.97
O 1.01 0.27 2.16
C -1.46 0.43 -0.82
H -0.92 -0.50 -0.74
H -2.45 0.34 -1.46
H -1.58 0.74 0.21

=====

Record 3
A structure of composition C4H6O, computed with ωB97M-V/def2-TZVPD.

## Properties
E_HOMO (eV): -9.01
LUMO energy (eV): 0.96
Total energy (hartree): -231.13793
Frontier orbital gap (Eh): 0.3665

Cartesian coordinates (Å):
O 2.11 0.03 0.03
C 1.04 -1.12 -0.02
C 0.97 0.90 -0.05
C -1.52 -0.19 0.04
C -0.02 -0.30 -0.17
H -1.93 0.52 -0.76
H -2.19 -1.06 -0.02
H 1.40 -2.04 0.08
H 0.96 1.52 -0.94
H 0.73 1.38 0.81
H -1.55 0.36 1.02

=====

Record 4
A structure of composition C44H30Cl6F3GeN5O8SSbSeTi, computed with ωB97M-V/def2-TZVPD.

## Properties
Total charge: -2
E_HOMO (spin up / spin down) (eV): -2.79 / -2.79
LUMO energy (spin up / spin down) (eV): 2.60 / 2.61
Total energy (hartree): -11597.75008
Expectation value of S²: 0.75
Frontier orbital gap (spin up / spin down) (Eh): 0.1983 / 0.1985
Multiplicity: 2

Cartesian coordinates (Å):
Sb 2.50 -2.22 0.46
Se 2.33 5.07 0.70
Ge 0.70 1.45 3.20
Ti 0.07 1.00 -0.38
Cl -3.19 -4.49 -2.15
Cl 1.57 2.76 4.96
Cl 1.78 -0.52 3.95
Cl -1.13 -2.51 -1.41
Cl -1.53 1.18 4.06
Cl -5.56 0.63 -2.48
S 2.58 1.62 -0.83
F 1.65 -0.23 -9.82
F 3.34 0.96 -9.18
F 1.44 1.91 -9.55
O -4.79 -1.97 1.19
O -0.50 -0.38 0.89
O 3.62 2.53 -0.41
O -6.17 -1.21 -0.35
O 1.90 0.90 0.38
O 3.00 0.63 -1.78
O 1.33 2.41 -1.31
O -2.16 -1.59 1.75
N -2.13 0.88 -0.80
N 1.36 3.73 1.24
N -3.08 1.30 -1.66
N 1.00 5.97 -0.01
N -0.84 2.95 0.90
C 0.17 0.22 -2.39
C 1.16 -5.10 -2.57
C 4.47 -1.38 0.23
C 1.49 -4.44 -1.40
C 2.31 -3.40 -3.83
C -2.07 -3.21 -2.70
C -2.35 4.85 -3.83
C 0.41 0.19 -3.58
C -1.54 2.88 -2.70
C 2.25 -3.27 -1.41
C -1.72 -0.73 0.99
C 0.57 -0.72 -5.87
C 4.86 -4.53 3.34
C -3.65 4.46 -3.55
C -1.30 4.05 -3.40
C 6.14 0.14 1.07
C 3.84 -5.13 0.84
C -4.21 0.58 -1.43
C 6.62 -1.23 -0.84
C -1.42 5.55 -0.18
C -2.66 -0.04 -0.01
C -0.07 5.20 0.14
C 2.63 -2.74 -2.65
C 1.58 -4.58 -3.80
C 2.01 0.80 -9.02
C -3.91 3.29 -2.85
C 5.36 -1.80 -0.75
C 0.14 3.92 0.77
C 1.62 0.58 -7.60
C -2.39 4.67 0.13
C 4.87 -0.42 1.15
C 1.51 1.44 -5.35
C 5.19 -5.74 2.74
C -2.85 2.49 -2.44
C -4.01 -0.29 -0.38
C 7.01 -0.25 0.07
C 1.90 1.58 -6.67
C 0.83 0.29 -4.94
C 4.03 -3.63 2.69
C -2.05 3.38 0.66
C 0.96 -0.57 -7.19
C 4.67 -6.04 1.49
C -5.08 -1.21 0.16
C 3.51 -3.91 1.42
H 0.06 -1.61 -5.55
H 1.14 -4.84 -0.45
H 4.91 -6.98 1.02
H 3.15 -1.79 -2.68
H 7.31 -1.55 -1.62
H 1.33 -5.10 -4.72
H -2.15 5.76 -4.38
H 5.27 -4.28 4.32
H -3.43 4.90 -0.05
H -3.82 -1.89 1.50
H 6.43 0.90 1.78
H 8.00 0.20 0.00
H 4.18 -0.09 1.92
H -4.49 5.07 -3.87
H -1.64 6.52 -0.61
H -0.70 2.28 -2.39
H -4.93 3.04 -2.61
H 3.78 -2.70 3.18
H -2.85 2.68 0.91
H -1.38 -3.67 -3.41
H 0.76 -1.35 -7.91
H 5.85 -6.44 3.24
H -2.66 -2.43 -3.16
H 3.45 -5.39 -0.14
H 2.43 2.47 -6.98
H -0.27 4.33 -3.59
H 0.57 -6.01 -2.54
H 1.74 2.19 -4.61
H 5.08 -2.57 -1.46
H 2.62 -2.98 -4.78

=====

Record 5
A cluster of 2 separate species, C2H8OS in total, computed with ωB97M-V/def2-TZVPD.

## Properties
SMILES: CSC.O
E_HOMO (eV): -8.77
LUMO energy (eV): 0.81
Total energy (hartree): -554.38482
Frontier orbital gap (Eh): 0.3522

Cartesian coordinates (Å):
S -0.36 0.16 0.96
O -0.73 -0.41 -2.57
C 0.74 1.42 0.35
C 0.56 -1.33 0.72
H -1.14 -0.34 -1.65
H -0.02 2.28 0.14
H 1.24 1.85 1.29
H 1.56 -1.31 1.34
H 0.67 -1.57 -0.38
H 1.37 1.25 -0.47
H 0.20 -2.31 1.06
H -0.17 0.34 -2.60

=====

Record 6
A cluster of 2 separate species, C3H7NO2 in total, computed with ωB97M-V/def2-TZVPD.

## Properties
Total charge: +1
E_HOMO (spin up / spin down) (eV): -14.84 / -14.78
LUMO energy (spin up / spin down) (eV): -5.43 / -8.72
Total energy (hartree): -323.34049
Expectation value of S²: 0.76
Frontier orbital gap (spin up / spin down) (Eh): 0.3459 / 0.2229
Multiplicity: 2

Cartesian coordinates (Å):
O -0.11 2.60 1.49
O -0.37 1.00 -0.08
N 0.36 -1.30 -0.86
C -0.75 1.69 1.07
C -0.46 -1.74 -1.69
C 1.18 -2.09 0.09
H -0.66 -1.10 -2.59
H -1.61 1.23 1.59
H -0.61 -2.81 -1.85
H 0.18 1.81 -0.27
H 0.69 -2.82 0.70
H 1.63 -1.33 0.74
H 2.07 -2.46 -0.43

=====

Let's list energy above the lowest of the compared OMol25 structures with the same formula, charge and spin in order: 191.5 264.2 225.2 223.0 86.7 238.3 kJ/mol.